Entry 1:
14
Properties=species:S:1:pos:R:3:mulliken_charge:R:1 method="wB97M-V/def2-TZVPD" largest_force_ha_per_bohr=0.0322 gap_ha=0.373 smiles="N[C@H](C=O)CC=O" charge=0 e_above_lowest_kcal_mol=45.3
N 0.8750 0.9862 -0.8057 -0.535
C -0.3490 0.3845 -0.2826 0.334
C -1.3050 1.3252 0.4173 -0.345
O -2.5035 1.2720 0.2984 -0.448
C -0.0174 -0.8227 0.6250 -0.632
C 0.8277 -1.8359 -0.1612 -0.029
O 0.8202 -2.9928 0.1777 -0.477
H 1.5903 1.1653 -0.1089 0.206
H 0.8400 1.7179 -1.4934 0.190
H -0.7828 -0.0168 -1.2111 0.280
H -0.9133 2.1791 0.9998 0.351
H 0.4867 -0.6859 1.5968 0.359
H -0.9696 -1.2383 0.9591 0.333
H 1.4005 -1.4378 -1.0111 0.414



Entry 2:
27
Properties=species:S:1:pos:R:3:mulliken_charge:R:1 method="wB97M-V/def2-TZVPD" largest_force_ha_per_bohr=0.0647 gap_ha=0.179 charge=-1
C -2.1262 1.4100 0.3710 -0.837
C -1.3910 2.4708 1.2693 0.214
F -2.4721 3.1167 2.0005 -0.366
N -0.5875 1.7757 2.2068 -0.737
C 0.8096 2.1534 2.0964 -0.444
N 1.2601 2.9792 3.2636 -0.825
H -1.3046 0.8149 -0.0978 -0.024
H -2.6975 1.8885 -0.4546 0.329
H -2.7151 0.7181 0.9918 0.320
H -0.8263 3.2101 0.6575 0.216
H 1.3978 1.2042 2.1736 0.186
H 1.0882 2.6297 1.1277 0.340
H 0.6954 2.6490 4.0346 0.374
H 1.0872 3.9604 3.0874 0.274
C 1.1666 -3.1770 -1.3148 -0.520
C 1.0680 -2.5486 -2.6929 -0.532
C -0.2614 -1.8174 -2.6072 -0.448
O -0.4322 -1.4322 -1.2417 -0.347
C 0.5444 -2.1037 -0.4374 -0.433
H 2.1845 -3.4308 -1.0179 0.325
H 0.5624 -4.0888 -1.2780 0.260
H 1.8815 -1.8312 -2.8334 0.270
H 1.1052 -3.2699 -3.5105 0.331
H -1.0954 -2.4742 -2.8815 0.260
H -0.2951 -0.9301 -3.2422 0.275
H 1.2885 -1.3651 -0.1232 0.258
H 0.0650 -2.5117 0.4528 0.279



Entry 3:
117
Properties=species:S:1:pos:R:3:mulliken_charge:R:1 method="wB97M-V/def2-TZVPD" largest_force_ha_per_bohr=0.0090 gap_ha=0.229 charge=+1 e_above_lowest_kcal_mol=8.7
Ti -0.0996 0.2389 0.3091 -0.748
O 1.5748 2.2214 -4.4606 -0.588
C 2.4848 1.2228 -4.1993 1.255
C 3.5704 0.9844 -5.0258 -0.838
C 4.4436 -0.0496 -4.7258 -0.558
C 4.2301 -0.8415 -3.6079 -1.473
C 3.1437 -0.5855 -2.7854 0.192
C 2.2692 0.4579 -3.0570 -0.633
C 1.0327 0.6834 -2.2256 -0.131
O 1.0337 -0.0769 -1.0510 1.126
N 0.9129 2.0793 -1.7734 -0.536
N -0.0943 2.1884 -0.8543 0.693
C -0.7789 3.2626 -0.7866 -1.090
C -1.8126 3.4616 0.2151 0.311
Br -1.9934 2.0397 1.4639 -0.067
C -2.5832 4.5437 0.3491 -0.448
C -2.6345 5.6901 -0.5718 0.220
C -2.7366 6.9733 -0.0332 -0.636
C -2.7835 8.0814 -0.8621 -0.549
C -2.7551 7.9192 -2.2405 -0.430
C -2.6906 6.6452 -2.7864 -0.683
C -2.6332 5.5348 -1.9585 -0.227
H 1.7419 2.5941 -5.3327 0.361
H 3.7241 1.5996 -5.9050 0.315
H 5.2902 -0.2358 -5.3730 0.436
H 4.9009 -1.6590 -3.3819 0.460
H 2.9502 -1.2116 -1.9238 0.491
H 0.1487 0.4041 -2.8131 0.135
H 0.8635 2.7441 -2.5404 0.419
H -0.5892 4.0790 -1.4778 0.633
H -3.2255 4.6031 1.2215 0.520
H -2.7680 7.1020 1.0422 0.421
H -2.8519 9.0718 -0.4326 0.399
H -2.8049 8.7839 -2.8886 0.400
H -2.7030 6.5132 -3.8601 0.403
H -2.6402 4.5428 -2.3939 0.595
C 4.3178 2.3007 2.2617 -1.802
C 3.3186 1.9860 1.1469 0.460
C 3.7752 0.7241 0.4269 -1.696
P 1.5625 1.8278 1.7316 2.157
C 0.9927 3.5168 2.2684 1.761
C 0.2301 3.5190 3.6001 -1.779
C 2.0378 4.6354 2.2666 -1.812
C 1.7369 0.7423 3.1537 -0.150
C 2.2800 1.0813 4.3903 -0.805
C 2.5354 0.1098 5.3416 -1.104
C 2.2757 -1.2202 5.0305 -0.978
C 1.7376 -1.5799 3.8067 -0.747
C 1.4311 -0.5931 2.8616 -0.418
N 0.7761 -0.8699 1.6529 1.417
C 0.5650 -2.2424 1.2993 0.009
C 1.6347 -3.0701 0.9762 -0.177
C 1.4004 -4.4070 0.7092 -0.904
C 0.1059 -4.9132 0.7625 -1.025
C -0.9601 -4.0821 1.0672 -0.700
C -0.7456 -2.7296 1.3234 -0.441
P -1.9527 -1.4365 1.7615 1.286
C -3.6568 -2.0694 1.4114 0.471
C -3.9089 -2.7042 0.0425 -1.307
C -4.6333 -0.9096 1.6344 -1.541
C -1.7910 -1.4903 3.6202 1.380
C -2.5699 -2.6147 4.2960 -1.803
C -2.0596 -0.1399 4.2809 -1.115
H 5.2886 2.4952 1.8023 0.543
H 4.4321 1.4437 2.9254 0.382
H 4.0615 3.1669 2.8665 0.240
H 3.3004 2.8140 0.4315 0.662
H 3.7185 -0.1435 1.0910 0.081
H 4.8165 0.8420 0.1215 0.671
H 3.1820 0.5215 -0.4524 0.260
H 0.2829 3.7756 1.4809 -0.422
H 0.9075 3.7264 4.4289 0.465
H -0.2751 2.5803 3.8179 0.311
H -0.5218 4.3102 3.5866 0.316
H 2.7503 4.5286 3.0825 0.326
H 1.5207 5.5856 2.4160 0.465
H 2.5901 4.7089 1.3305 0.405
H 2.5224 2.1138 4.6064 0.394
H 2.9504 0.3793 6.3027 0.483
H 2.4910 -1.9945 5.7559 0.451
H 1.5382 -2.6210 3.5923 0.520
H 2.6374 -2.6611 0.9537 0.591
H 2.2265 -5.0615 0.4629 0.450
H -0.0716 -5.9621 0.5636 0.445
H -1.9572 -4.4982 1.1207 0.619
H -3.8458 -2.8310 2.1716 0.569
H -3.2328 -3.5249 -0.1852 0.052
H -4.9270 -3.1003 0.0329 0.522
H -3.8251 -1.9748 -0.7572 0.254
H -4.4907 -0.1449 0.8679 0.239
H -4.5133 -0.4398 2.6124 0.263
H -5.6608 -1.2708 1.5679 0.464
H -0.7292 -1.6992 3.7548 -0.399
H -3.6419 -2.4094 4.3152 0.377
H -2.2405 -2.7140 5.3322 0.460
H -2.4123 -3.5788 3.8084 0.334
H -3.0925 0.1898 4.1531 0.215
H -1.3982 0.6327 3.8820 -0.137
H -1.8680 -0.2043 5.3540 0.499
Br -2.0156 -0.1149 -1.3258 -0.425
C -1.7601 -3.9837 -3.0268 -0.863
Te 0.0465 -2.9156 -2.6570 0.224
C 0.9918 -4.6529 -3.4652 -1.234
C -0.0746 -5.3602 -4.2665 0.472
C 0.2521 -6.3394 -5.1995 -0.752
C -0.7383 -6.9810 -5.9255 -0.557
C -2.0704 -6.6468 -5.7220 -0.558
C -2.4030 -5.6753 -4.7919 -0.702
C -1.4131 -5.0272 -4.0595 0.523
H -2.5330 -3.2997 -3.3716 0.620
H -2.0965 -4.4442 -2.0971 0.357
H 1.3606 -5.2792 -2.6520 0.474
H 1.8372 -4.3618 -4.0859 0.596
H 1.2926 -6.5939 -5.3642 0.434
H -0.4718 -7.7346 -6.6549 0.398
H -2.8480 -7.1374 -6.2925 0.402
H -3.4420 -5.4093 -4.6365 0.436



Entry 4:
10
Properties=species:S:1:pos:R:3:mulliken_charge:R:1 method="wB97M-V/def2-TZVPD" largest_force_ha_per_bohr=0.0757 gap_ha=0.363 smiles="CN(O)C=O" charge=0 e_above_lowest_kcal_mol=77.8
C 1.7145 -0.4008 0.0420 -0.670
N 0.3759 0.0061 -0.2043 0.244
O 0.1439 1.3051 0.0202 -0.486
C -0.7337 -0.7480 0.0220 0.114
O -1.7963 -0.1433 0.0084 -0.608
H 1.9804 -0.4843 1.2531 0.247
H 2.5835 0.2506 -0.5122 0.233
H 1.7265 -1.5366 -0.3060 0.266
H -0.8964 1.2121 0.3208 0.400
H -0.6912 -1.8857 0.0617 0.260



Entry 5:
13
Properties=species:S:1:pos:R:3:lowdin_spin:R:1 method="wB97M-V/def2-TZVPD" spin_multiplicity=2 largest_force_ha_per_bohr=0.0948 s_squared=0.758 gap_ha="0.375 / 0.217" charge=0 e_above_lowest_kcal_mol=46.2
C -0.1647 -1.8275 1.7982 0.000
O -1.0819 -2.0940 0.6800 -0.002
H -1.0900 -1.2836 -0.0857 -0.003
H 0.5973 -2.6405 1.7378 0.000
H 0.4677 -0.9703 1.6761 0.000
H -0.6407 -2.0863 2.7212 0.000
C 0.2642 2.2616 -1.3119 0.019
C 0.2842 0.7813 -1.1286 0.024
O -0.6515 0.1598 -1.5713 0.472
O 1.1787 0.1374 -0.5477 0.477
H 0.7046 2.5420 -0.2967 0.007
H -0.7853 2.6476 -1.4346 0.007
H 0.9173 2.3723 -2.2369 -0.001



Entry 6:
20
Properties=species:S:1:pos:R:3:lowdin_spin:R:1 method="wB97M-V/def2-TZVPD" spin_multiplicity=2 largest_force_ha_per_bohr=0.0179 s_squared=0.750 gap_ha="0.126 / 0.328" charge=-1 e_above_lowest_kcal_mol=2.2
C 3.4815 0.1646 0.2436 0.002
C 2.5839 -1.0576 0.0896 0.002
O 1.3364 -0.8662 -0.0461 0.005
O 3.1476 -2.1658 0.1135 0.001
H 4.0927 0.2632 -0.6580 0.000
H 4.1752 -0.0236 1.0613 0.000
H 2.9402 1.1023 0.3615 0.001
C -1.2968 1.9107 -0.4690 0.113
C -1.7802 -0.4370 0.0654 0.204
N -0.9334 0.5517 -0.1632 0.004
N -3.1026 -0.2788 0.0550 0.199
N -1.2397 -1.6381 0.2941 0.028
H 0.0492 0.2391 -0.1527 0.000
H -3.5482 0.6196 -0.1084 0.139
H -3.7204 -1.0835 0.1775 0.165
H -0.2310 -1.7176 0.2332 0.003
H -1.8142 -2.4445 0.4844 0.053
H -0.4220 2.5467 -0.3364 0.006
H -2.0452 2.2756 0.2396 0.046
H -1.6730 2.0392 -1.4847 0.028



Entry 7:
17
Properties=species:S:1:pos:R:3:mulliken_charge:R:1 method="wB97M-V/def2-TZVPD" largest_force_ha_per_bohr=0.0958 gap_ha=0.357 smiles="C[C@@H]1CCC(=O)[C@H]1I" charge=0 e_above_lowest_kcal_mol=0.0
C -0.2225 -1.7291 0.3771 -1.555
C -0.5148 -0.3901 -0.3387 0.267
C 0.5987 0.6838 -0.2347 -0.774
C -0.0675 2.0192 -0.3639 -0.487
C -1.4541 1.8406 0.1228 0.251
O -2.1942 2.7584 0.3247 -0.530
C -1.6585 0.3377 0.4959 -0.659
I -3.5805 -0.3102 -0.1791 0.104
H 0.2195 -2.4065 -0.4055 0.345
H -1.1170 -2.1000 0.6982 0.462
H 0.4131 -1.6592 1.1735 0.406
H -0.9998 -0.6939 -1.3473 0.396
H 1.4603 0.2872 -0.9808 0.311
H 1.1058 0.7661 0.6683 0.336
H -0.0870 2.4663 -1.3002 0.289
H 0.4756 2.7835 0.3084 0.271
H -1.4814 0.2317 1.5087 0.568



Entry 8:
141
Properties=species:S:1:pos:R:3:mulliken_charge:R:1 method="wB97M-V/def2-TZVPD" largest_force_ha_per_bohr=0.0443 gap_ha=0.213 charge=+1
C -4.2030 2.5319 7.7095 -1.673
C -3.2541 1.4171 7.3192 0.134
C -3.5005 0.1062 7.7231 -1.080
C -2.6747 -0.9363 7.3824 -1.334
C -1.5296 -0.7373 6.5991 0.686
C -0.6712 -1.9542 6.2135 0.909
C -0.7385 -3.0250 7.3498 -1.755
C 0.8354 -1.6503 5.9938 -0.953
C -1.3012 0.5696 6.2102 1.018
O -0.1913 0.8913 5.4093 -0.401
C -0.5487 1.5533 4.2184 -0.577
N 0.3193 0.9852 3.1323 -0.132
C -0.4001 0.0724 2.3957 -0.261
N -0.1317 0.0443 1.0069 -0.275
N -1.3502 -0.7402 2.9069 -0.102
C -2.1231 1.6234 6.5653 0.083
H -5.0688 2.5925 7.0201 0.247
H -4.6073 2.3114 8.7051 0.485
H -3.6602 3.4858 7.7138 0.407
H -4.3915 -0.0859 8.3209 0.475
H -2.9881 -1.9148 7.7293 0.172
H -1.1035 -2.4664 5.3331 0.125
H -0.0373 -3.8211 7.0622 0.522
H -0.3640 -2.6056 8.2918 0.382
H -1.7250 -3.4813 7.4521 0.376
H 1.4813 -2.4945 6.2501 0.471
H 1.1457 -0.7145 6.4647 0.270
H 0.9927 -1.4877 4.9081 -0.022
H -1.6129 1.4958 3.9785 0.569
H -0.2210 2.5992 4.3083 0.266
H 1.0370 0.4325 3.6333 0.422
H -1.0046 0.3304 0.5509 0.333
H 0.0799 -0.9330 0.7956 0.319
H -1.1701 -1.5136 3.5389 0.212
H -2.3173 -0.5223 2.6889 0.233
H -1.9012 2.6496 6.2660 0.453
O 3.2241 0.9795 -4.4839 -0.575
S 2.9196 2.3215 -4.0772 1.135
O 3.8846 3.1208 -3.3941 -0.611
O 1.5655 2.3010 -3.2276 -0.337
C 1.4913 1.4065 -2.1087 -0.242
C 2.2440 1.9339 -0.9026 -0.904
C 2.3031 3.2222 -5.4579 -0.993
H 1.8463 0.4134 -2.3937 0.311
H 0.4325 1.3129 -1.8658 0.145
H 3.3182 1.9496 -1.0857 0.347
H 2.0581 1.3051 -0.0323 0.304
H 1.9400 2.9561 -0.6741 0.271
H 1.5332 2.6322 -5.9488 0.323
H 3.1372 3.3938 -6.1355 0.382
H 1.9042 4.1707 -5.1074 0.360
O -7.5990 2.4624 6.9009 -0.576
S -8.6704 2.3069 7.8472 1.181
O -9.2146 1.0229 8.1540 -0.615
O -9.8533 3.2959 7.4580 -0.277
C -10.3842 3.2337 6.1200 -0.308
C -11.3127 2.0505 5.9298 -0.992
C -8.2150 3.0989 9.3535 -0.975
H -9.5719 3.2220 5.3908 0.280
H -10.9378 4.1594 5.9716 0.286
H -10.7664 1.1086 5.9807 0.289
H -11.8032 2.1057 4.9576 0.394
H -12.0721 2.0278 6.7113 0.271
H -7.8444 4.0960 9.1299 0.319
H -7.4327 2.5002 9.8160 0.357
H -9.0855 3.1428 10.0028 0.365
O 3.6378 -3.1155 -6.7308 -0.687
S 4.7919 -2.2702 -6.8228 1.322
O 5.5373 -2.1572 -8.0380 -0.575
O 5.7967 -2.6344 -5.6372 -0.288
C 6.2029 -4.0074 -5.4942 -0.348
C 7.2567 -4.3997 -6.5116 -0.938
C 4.3667 -0.6555 -6.2647 -1.151
H 5.3345 -4.6668 -5.5492 0.335
H 6.6145 -4.0980 -4.4896 0.278
H 6.8458 -4.4086 -7.5210 0.238
H 7.6423 -5.3964 -6.2943 0.389
H 8.0828 -3.6883 -6.5037 0.263
H 3.8505 -0.7389 -5.3239 0.447
H 3.7173 -0.2098 -7.0156 0.425
H 5.2775 -0.0713 -6.1616 0.401
O 1.5340 -4.4990 -13.2078 -0.647
S 1.0920 -4.3779 -11.8518 1.215
O 0.5785 -3.1422 -11.3484 -0.614
O 2.2454 -4.8946 -10.8868 -0.216
C 3.5635 -4.3185 -11.0283 -0.275
C 3.6503 -2.9442 -10.3979 -1.149
C -0.0695 -5.6575 -11.5045 -0.926
H 3.8583 -4.2915 -12.0789 0.371
H 4.2514 -4.9914 -10.5193 0.221
H 3.0440 -2.2217 -10.9469 0.372
H 4.6792 -2.5890 -10.3954 0.452
H 3.2800 -2.9671 -9.3742 0.207
H 0.3394 -6.6059 -11.8430 0.285
H -0.9842 -5.4261 -12.0463 0.375
H -0.2619 -5.6751 -10.4347 0.308
O 6.1634 -6.6256 -11.6696 -0.572
S 5.9819 -7.7753 -12.5053 1.175
O 6.8515 -8.9056 -12.4169 -0.619
O 5.8944 -7.3025 -14.0230 -0.267
C 6.9604 -6.4862 -14.5430 -0.325
C 8.1965 -7.3020 -14.8676 -1.014
C 4.3174 -8.3327 -12.3545 -0.886
H 7.1907 -5.6767 -13.8479 0.310
H 6.5748 -6.0299 -15.4534 0.289
H 8.6582 -7.6949 -13.9619 0.304
H 8.9331 -6.6854 -15.3836 0.388
H 7.9407 -8.1543 -15.4976 0.268
H 3.6495 -7.4816 -12.4697 0.199
H 4.2069 -8.7688 -11.3637 0.382
H 4.1286 -9.0833 -13.1177 0.362
O -3.1648 6.7726 4.7992 -0.669
S -3.4008 5.6522 3.9476 1.146
O -2.5090 4.5258 3.9465 -0.463
O -3.5851 6.1647 2.4534 -0.284
C -2.5586 7.0069 1.8903 -0.384
C -1.3377 6.2140 1.4668 -0.938
C -5.0471 5.0729 4.1870 -0.867
H -2.2927 7.7991 2.5917 0.337
H -3.0039 7.4834 1.0189 0.286
H -0.8166 5.8021 2.3313 0.247
H -0.6405 6.8521 0.9239 0.401
H -1.6250 5.3764 0.8294 0.248
H -5.7264 5.9197 4.1399 0.381
H -5.0928 4.6065 5.1698 0.229
H -5.2796 4.3429 3.4155 0.335
O -2.1715 4.6698 11.5851 -0.644
S -0.7575 4.8787 11.5065 1.261
O -0.2156 5.9965 10.8012 -0.611
O -0.0750 3.5423 10.9570 -0.302
C -0.5759 2.9968 9.7281 -0.274
C -0.0720 3.7596 8.5175 -0.757
C -0.0672 4.8319 13.1255 -0.953
H -1.6676 2.9604 9.7473 0.260
H -0.2206 1.9674 9.6839 0.225
H -0.4888 4.7667 8.4838 0.345
H -0.3569 3.2463 7.6015 0.050
H 1.0133 3.8614 8.5449 0.374
H -0.4419 3.9526 13.6427 0.318
H -0.3820 5.7366 13.6414 0.383
H 1.0165 4.8051 13.0440 0.322



Entry 9:
81
Properties=species:S:1:pos:R:3:mulliken_charge:R:1 method="wB97M-V/def2-TZVPD" largest_force_ha_per_bohr=0.0587 gap_ha=0.082 charge=-7 e_above_lowest_kcal_mol=0.0
Ca 2.8764 0.4356 1.8373 -0.698
Ca -0.0444 -2.7187 0.1058 0.042
Ca 0.1113 2.4967 -0.4785 -0.726
B 2.3928 2.9223 1.4601 2.158
H 1.7965 2.2208 2.1081 -0.586
H 3.4821 2.7804 1.8231 -0.342
H 2.3324 2.6428 0.3656 -0.769
H 1.9906 4.0362 1.6126 -0.415
B 2.6493 -2.3423 1.5324 1.740
H 3.5384 -1.6232 1.5680 -0.430
H 3.0512 -3.4661 1.5381 -0.374
H 2.0168 -2.0884 2.5092 -0.116
H 1.9970 -2.1743 0.5929 -0.575
B -2.3462 -2.2479 -0.3036 2.239
H -1.7533 -1.3195 -0.5727 -0.934
H -3.4659 -2.0855 -0.6917 -0.488
H -1.9291 -3.1761 -0.7962 -0.315
H -2.3377 -2.3862 0.8274 -0.384
B -1.1040 -1.6080 -3.7395 2.279
H -0.2457 -1.0638 -3.1388 -0.949
H -1.8464 -0.7673 -4.1885 -0.596
H -0.6300 -2.2776 -4.6335 -0.564
H -1.7217 -2.2837 -2.9774 -0.699
B 3.4442 -0.9407 -3.1251 1.981
H 2.9062 -1.4814 -2.2243 -0.941
H 3.4839 -1.7058 -4.0819 -0.416
H 2.7807 -0.0447 -3.5264 -0.637
H 4.5160 -0.5114 -2.7969 -0.597
B -1.4468 1.6092 -2.2899 0.989
H -1.2087 2.7205 -2.3112 -0.300
H -0.4120 1.1585 -2.4251 -0.320
H -1.8670 1.2995 -1.2850 -0.587
H -2.1389 1.2481 -3.1831 -0.380
B 0.9048 0.7013 4.1936 1.322
H 1.8888 1.0902 3.6902 -0.538
H 1.0147 -0.4831 4.2890 -0.418
H 0.9516 1.1663 5.3161 -0.350
H 0.0116 1.0555 3.5172 -0.682
B 4.4161 0.8030 -0.2787 1.127
H 3.4370 0.3396 -0.6583 -0.586
H 5.3199 0.3690 -0.9264 -0.352
H 4.3561 1.9758 -0.4579 -0.452
H 4.6673 0.5361 0.8056 -0.474
B 1.0761 -3.5914 -2.0350 0.891
H 2.1833 -3.6871 -2.4525 -0.360
H 0.2677 -3.8658 -2.8665 -0.406
H 0.9270 -4.2821 -1.1438 -0.328
H 0.8522 -2.5156 -1.7352 -0.571
B 0.6101 0.0053 0.4942 3.805
H -0.4630 0.3968 0.5327 -0.883
H 0.8124 -0.5039 1.4968 -0.116
H 0.7243 -0.7316 -0.3934 -0.603
H 1.2961 0.8785 0.3884 -1.777
B 0.1078 -4.1782 2.0694 0.383
H 1.0832 -4.4375 1.5420 -0.304
H 0.0450 -4.7833 3.1134 -0.385
H 0.0236 -3.0643 2.2679 -0.315
H -0.7168 -4.4966 1.3583 -0.299
B 1.7932 2.3789 -2.4066 1.130
H 2.1414 2.1140 -3.5083 -0.410
H 2.5823 3.1203 -1.8721 -0.526
H 0.8401 3.0073 -2.5002 -0.147
H 1.6321 1.4708 -1.7341 -0.814
B -1.0377 3.1747 1.5542 1.497
H -1.5233 3.0830 0.5312 -0.393
H -1.8132 3.6595 2.3389 -0.457
H -0.5773 2.1987 1.9159 -0.687
H -0.1496 3.8693 1.4117 -0.435
C -5.0754 0.8646 1.9138 -0.865
C -5.0287 2.2072 1.1749 -0.440
C -4.7486 1.7235 -0.2382 -0.486
O -4.0334 0.5117 -0.1550 -0.281
C -3.9057 0.1518 1.2482 0.071
H -5.9550 0.2295 1.7433 0.385
H -4.9066 1.0286 2.9840 0.384
H -4.2888 2.8110 1.6987 0.140
H -6.0208 2.6593 1.3513 0.357
H -4.1615 2.4717 -0.7841 0.150
H -5.6536 1.5558 -0.8487 0.274
H -2.9536 0.6568 1.4561 -0.184
H -3.8209 -0.9029 1.4866 0.120